No. 1
Below is C3O3Pd as an isolated structure in a non-equilibrium geometry, with properties calculated with the ωB97M-V functional and the def2-TZVPD basis.

Charge = +1
Multiplicity = 4
Lowest unoccupied orbital energy (alpha / beta) = -5.148 / -9.661 eV

Last column: Mulliken charge in e.
Cartesian coordinates (Å):
O 0.484 -0.081 2.982  -0.3101
Pd -0.865 0.185 -0.877  1.0059
C -0.086 -1.296 -3.223  0.1531
C 0.301 0.248 1.852  0.8354
O -0.385 -0.670 -2.324  -0.2090
O 0.838 1.228 0.978  -0.2105
C -0.289 0.386 0.612  -0.2647

=====

No. 2
Below is C3O4Zn as an isolated structure in a non-equilibrium geometry, with properties calculated with the ωB97M-V functional and the def2-TZVPD basis.

Charge = -1
Multiplicity = 2
Lowest unoccupied orbital energy (alpha / beta) = 3.092 / 2.584 eV

Last column: Mulliken charge in e.
Cartesian coordinates (Å):
O 1.205 -2.463 0.798  -0.3052
C -0.410 1.116 -0.567  1.1230
O -1.157 -2.328 0.723  -0.4031
O 0.655 0.865 0.333  -0.7157
C -1.258 0.098 -0.842  -0.7234
O -0.138 2.103 -1.398  -0.6660
Zn 1.012 2.808 0.002  0.0037
C 0.089 -2.197 0.951  0.6867

=====

No. 3
Below is C40H100Br12N12O16P4 as an isolated structure in a non-equilibrium geometry, with properties calculated with the ωB97M-V functional and the def2-TZVPD basis.

Charge = 0
Energy relative to the best compared isomer or geometry (same formula, charge and spin) = 0.0 kcal per mole
Lowest unoccupied orbital energy = -0.414 eV

Last column: Mulliken charge in e.
Cartesian coordinates (Å):
H 2.804 -3.328 0.915  -0.4303
H 0.059 7.223 0.557  0.1757
C -0.858 0.556 1.520  -1.0688
C 7.399 -4.913 -0.770  -0.7655
H -4.309 5.334 -2.136  -0.1124
N -4.755 6.578 -0.516  0.5019
H 1.271 -0.994 3.626  0.2938
Br 0.714 -6.101 -3.620  -0.0423
C -0.045 4.715 -2.609  -0.8107
C -0.524 -2.813 -0.453  -0.4796
H 2.922 -1.569 9.684  0.2782
N -3.454 4.888 0.939  0.7130
H -3.539 2.748 0.840  0.2035
C 3.452 -8.394 5.914  -0.6216
H 1.138 -4.476 5.854  0.2495
Br 6.906 -4.173 5.285  -0.0307
N 0.264 -0.278 1.941  0.7003
H -2.396 1.060 -1.528  0.3685
H -1.577 5.535 1.563  0.5395
Br -4.943 -6.862 -2.142  -0.0413
H -5.975 8.313 -0.395  0.2600
H 0.176 4.555 -3.667  0.3281
H -6.020 -0.715 -6.279  0.3449
C 5.833 -2.585 5.139  -0.2383
C 1.114 2.618 -2.035  -1.0646
H -1.087 -1.403 -8.360  0.2884
Br 5.873 -1.539 6.743  -0.0302
C -2.392 0.884 -2.608  -1.2058
N 0.884 4.015 -1.740  0.4967
C -7.092 6.361 1.622  -0.9497
C 1.657 -0.726 -3.644  -0.6855
N -3.985 -1.416 -3.636  0.6237
C -3.880 -1.929 -2.286  -0.8522
C 0.439 -3.606 1.657  -0.2872
O 0.078 -2.464 -4.987  -0.5004
H -2.956 -1.631 -1.773  0.0921
C 3.830 3.871 -0.977  -1.1622
H 6.718 0.229 1.069  0.1540
H -5.638 5.983 3.909  0.3592
C 0.553 -3.600 6.109  -0.5001
H -6.097 4.350 3.247  0.3255
N 0.444 -2.588 0.610  1.6375
H -2.760 0.443 -6.882  0.3111
C -3.823 -5.395 2.740  -0.4324
C 3.851 -7.242 3.923  0.8674
C 2.243 6.792 -1.728  -1.1808
H 7.631 -4.880 -1.835  0.3257
H -3.042 1.975 -5.964  0.1299
N -3.756 1.093 -3.079  0.7002
H -7.084 7.262 1.007  0.1939
H -2.751 3.574 -0.505  0.0713
H 1.565 7.479 -2.244  0.4686
H 8.306 -5.139 -0.211  0.3819
H 0.860 -4.544 1.280  0.2796
H -3.164 -5.823 3.477  0.4252
O -0.507 -1.610 7.600  -0.5714
C 7.546 -2.677 -0.082  0.5160
H -4.449 4.928 3.144  0.3490
H 3.733 -9.369 6.307  0.2396
H 3.748 0.310 1.239  0.2979
P -4.684 0.046 -3.926  -0.0778
O 4.307 -8.122 4.807  -0.3792
C 3.438 -2.463 1.084  -0.3709
C -2.887 3.585 0.583  -0.5639
O 2.756 -6.744 3.931  -0.5627
Br 3.670 -5.349 -4.483  -0.0654
O -0.188 -0.894 -6.585  -0.3363
H 1.743 -3.918 -3.943  -0.6250
C 3.312 -0.232 2.090  -1.0172
C -3.067 0.877 -5.928  -0.5217
H 1.623 7.112 1.422  0.2653
H -5.515 6.535 -2.481  0.2836
H 2.714 6.000 -2.297  0.2922
H 1.013 -0.824 -2.775  0.2077
H 1.115 2.481 -3.119  0.6017
H 4.128 -2.709 1.887  0.0721
H -1.346 -2.591 -7.123  0.2520
O -5.724 4.154 -0.215  -0.8931
H 6.699 -5.733 -0.623  0.1768
Br -2.415 -8.256 -3.480  -0.0778
Br -4.333 -6.732 1.467  -0.0126
N -5.733 5.841 1.804  0.3006
H -3.848 -3.022 -2.290  0.3248
H 5.308 -6.185 1.290  0.0805
C -3.119 -7.440 -1.899  -0.3660
N -4.348 0.351 -5.520  0.5206
P -4.989 5.237 0.458  0.0531
H -0.571 1.610 1.483  0.4214
C -4.974 7.957 -0.124  -1.2119
H -0.554 -3.888 -0.628  0.0878
Br -2.888 -3.947 1.840  0.0211
H -7.712 5.634 1.086  0.2875
H -1.505 -2.400 -0.178  -0.0945
C -3.717 -2.342 -4.737  -1.2077
H -2.272 0.633 -5.220  -0.0874
H -3.089 -8.126 -1.067  0.3691
Br 4.017 -3.040 4.667  0.1162
H 1.068 -3.232 2.464  0.1031
N 2.576 -1.389 1.579  1.0046
H 6.261 -2.014 4.330  0.2151
C -5.315 0.061 -6.564  -1.1268
H 3.567 -7.590 6.633  0.2585
H 2.426 -8.554 5.580  0.3012
H -1.936 3.446 1.091  0.3337
H 7.935 -0.001 -0.166  0.3122
H -4.210 8.573 -0.602  0.3430
H -4.768 -0.332 -7.434  0.3520
O -6.104 0.188 -3.595  -0.9514
H -0.047 5.785 -2.411  0.3360
H 3.959 -2.134 0.181  0.2624
H 8.172 -0.635 1.479  0.3344
O 1.498 -1.013 8.304  -0.3617
O 1.303 -2.840 7.054  -0.2935
O 8.731 -2.628 -0.221  -0.5679
H 0.248 -2.498 -7.799  0.3698
H -7.533 6.605 2.584  0.4065
H -4.553 -2.318 -5.438  0.3420
H -5.218 2.382 -2.318  0.5120
H 3.610 -5.972 1.682  0.3328
H -1.678 0.438 2.231  0.3826
C 2.825 -1.397 8.609  -0.5270
H -4.720 -1.663 -1.641  0.3029
Br 2.552 -4.454 -1.629  0.2220
H 3.174 -2.303 8.125  0.2173
H -3.609 3.084 -2.339  -0.3842
H -3.688 -3.366 -4.364  0.3526
H -4.886 8.000 0.960  0.4236
C 0.667 -1.816 7.643  0.7783
H 3.072 7.452 -1.423  0.4026
H 4.058 -0.561 2.810  0.1053
O 0.424 4.314 0.845  -1.0959
C 2.129 -4.803 -3.455  0.5372
P 1.150 -1.089 0.804  -0.1260
C 1.142 7.232 0.447  -0.9697
C -4.289 2.442 -2.890  -0.8323
H 0.344 1.964 -1.609  -0.0405
H 2.057 2.297 -1.603  0.3524
H 0.399 -3.024 5.190  -0.0124
C 0.266 -1.356 -5.427  0.8542
H 2.618 0.483 2.530  0.4355
H -1.065 4.339 -2.434  0.0577
O 1.201 -0.389 -0.493  -1.0732
H -2.500 6.658 0.499  0.3002
H -1.672 1.548 -3.103  0.3907
Br -5.352 -4.632 3.649  -0.0282
C 0.301 -0.569 3.367  -1.1352
N 2.806 4.012 0.017  0.2219
C 4.616 -5.985 2.103  -0.1999
O 6.769 -1.673 0.323  -0.0335
H 0.255 0.386 3.898  0.4568
C 3.013 3.323 1.292  -1.0244
P 1.291 4.664 -0.288  0.5904
H 2.300 2.497 1.406  0.0682
C -4.574 6.370 -1.933  -0.7022
H -0.512 -1.242 3.651  0.2380
C -2.549 5.971 1.350  -1.2602
H -3.829 7.054 -2.346  0.3435
H -0.438 -3.809 6.507  0.4285
H 2.286 0.131 -3.407  0.2991
H -2.769 -2.154 -5.247  0.3875
H 4.867 -5.040 2.578  0.1147
H 3.435 3.820 -1.992  0.4135
O 0.896 -0.374 -4.808  -0.3550
O 4.802 -7.039 3.025  -0.4303
Br -2.033 -5.925 -1.377  0.3143
H -5.820 0.961 -6.929  0.3044
H -0.578 -3.776 2.022  -0.5145
H 4.018 2.912 1.278  0.5852
H 1.466 8.222 0.118  0.4383
H 4.588 4.667 -0.936  0.2229
H 2.778 3.993 2.118  0.2836
C 7.445 -0.485 0.678  -0.7180
H -0.250 -2.304 -1.375  -0.2594
C -5.491 5.253 3.116  -1.0921
H -1.224 0.231 0.544  -0.1253
H 2.296 -1.587 -3.825  0.3476
H -3.001 6.455 2.218  0.2499
H -4.561 2.900 -3.849  0.4439
C -0.608 -1.883 -7.514  -0.7306
H 3.498 -0.588 8.334  0.2661
H -2.066 -0.131 -2.823  0.3423
H 4.382 2.937 -0.822  0.4415
N 1.620 6.262 -0.536  0.3592
O 6.764 -3.733 -0.305  -0.1144

=====

No. 4
Below is C40H100F6N9O15PdS2 as an isolated structure in a non-equilibrium geometry, with properties calculated with the ωB97M-V functional and the def2-TZVPD basis.

Charge = +1
Multiplicity = 3
Lowest unoccupied orbital energy (alpha / beta) = -3.464 / -8.212 eV

Last column: Mulliken charge in e.
Cartesian coordinates (Å):
C -9.164 1.819 2.684  -1.3547
H 4.116 0.959 -6.493  0.2439
F 0.975 -1.910 -3.107  -0.2003
O 7.503 4.731 -4.882  -0.3032
H -5.796 -4.913 -4.423  0.4758
H 3.163 -2.330 12.400  0.3834
H 1.567 5.203 -5.168  0.2427
C 7.751 2.559 0.728  -0.7316
H -10.038 0.833 -1.395  0.2723
H 1.891 6.505 -3.132  0.3273
H -1.036 -8.576 0.487  0.4157
O -1.512 -0.636 -2.154  -0.4385
C 5.392 -0.959 -7.536  -0.7634
H -6.423 6.506 -0.845  0.5067
H -8.035 5.660 -2.314  0.3823
H -4.802 3.152 0.031  0.1881
H 0.913 6.578 -5.436  0.3532
H 1.882 -7.862 -1.581  0.3607
C -5.822 -3.915 -3.986  -1.5141
H -4.778 -5.827 1.185  0.2540
H 5.454 3.364 5.458  0.4170
H -1.611 7.191 -4.359  0.4640
C 1.017 -6.388 -3.876  -0.8448
F 1.207 -2.795 2.456  -0.1691
H 7.411 3.120 -0.142  0.3273
C 4.438 3.676 5.212  -0.6998
O -1.678 -3.025 1.848  -0.6098
H -0.876 -3.878 8.585  0.2987
H 3.023 1.063 6.222  0.2330
C -6.112 5.461 -0.813  -1.0176
H 5.963 -1.175 -6.633  0.3144
H 9.081 3.907 -5.640  0.3272
H -3.574 4.088 -0.844  0.3276
O -4.657 -4.979 -0.569  -0.1524
C 0.091 -3.955 8.089  -0.7311
O 1.377 -8.370 2.297  -0.3717
H -8.470 0.115 -1.880  0.3273
H 4.030 2.979 1.134  0.3939
H 3.241 -9.294 2.579  0.3349
H 4.712 1.216 6.660  0.2695
H -1.017 10.007 -3.369  0.2755
C 5.363 4.930 -5.925  -0.5954
H 1.501 -5.324 0.150  0.2320
H -7.078 -0.124 0.512  0.2112
O 3.559 2.886 5.911  -0.3774
C -4.193 4.055 0.053  -1.3896
H 8.777 2.259 0.514  0.2601
C -8.368 5.223 -1.373  -0.7674
H -6.847 -3.709 -3.675  0.3569
H -9.336 1.725 3.756  0.3972
H 5.767 1.045 -5.851  0.3248
H 0.568 -4.170 10.685  0.3299
H 1.791 4.787 -3.008  0.3778
H 4.086 2.934 -7.437  0.2824
C -7.926 0.549 0.637  -0.4187
C -8.057 0.867 2.206  0.4660
H -0.683 5.104 -3.685  0.2135
N 5.068 2.790 2.992  -0.1662
H -7.679 1.438 0.057  0.3154
H 4.420 -1.403 -7.320  0.2931
C -0.640 9.591 -4.304  -0.6976
C 0.947 -9.152 1.181  -0.5435
H -8.909 5.962 -0.781  0.3395
H -8.282 -0.110 2.635  0.2107
H 0.199 -8.543 -0.717  0.2558
H 2.743 -6.415 -1.818  0.4906
O 5.350 0.431 -7.844  -0.3334
H 1.724 -9.419 0.465  0.3043
C 2.595 -3.895 10.832  0.5114
C 1.773 -6.782 -1.481  -0.7573
H -10.077 1.501 2.181  0.3251
H -4.171 -5.367 -3.830  0.2286
F 1.894 -2.001 -1.306  -0.2226
H 1.971 -10.165 3.174  0.3295
C 5.137 1.270 -6.712  -0.5319
H -6.488 5.846 1.389  0.2738
C 4.221 3.746 3.710  -0.4798
C 8.827 4.740 -4.984  -0.7871
N -3.702 -4.556 -3.453  -0.4594
H 0.383 -10.027 1.507  0.4959
H 1.521 -5.366 9.742  0.4125
H 4.384 4.789 3.438  0.4295
C 1.431 -4.320 10.036  -0.7244
H -0.002 10.385 -4.692  0.2285
Pd -1.700 -5.150 -1.278  0.7162
H -4.405 6.221 0.202  0.2442
C 1.190 5.693 -2.936  -1.5088
H 2.899 -4.692 11.511  0.3003
S -0.554 -0.851 -1.056  0.7284
C -0.694 7.243 -3.772  -0.8289
H -4.683 -2.855 -2.545  0.3542
H 3.185 3.415 3.631  0.2916
H 7.284 4.629 -6.934  0.3440
H -1.119 7.404 -2.781  0.4551
H -5.942 -6.512 0.099  0.3588
H 0.387 -6.832 1.518  0.3177
F 1.825 -0.100 -2.215  -0.1781
N 0.652 5.630 -5.205  -0.7358
C 5.051 2.965 1.514  -0.6614
N 0.227 -6.856 0.521  -0.0906
H 0.037 -3.312 7.211  0.1999
H 0.378 -5.820 -4.552  0.2918
H -3.504 3.942 0.890  0.4156
N -0.720 -2.254 -0.304  0.0108
C -5.005 5.311 0.228  0.7203
H -3.618 -3.969 -4.271  0.2598
O 1.135 -3.488 8.921  -0.2558
H 7.861 3.112 1.660  0.2451
H -6.224 0.524 2.606  0.2027
H -9.726 -0.921 -1.630  0.2956
H 7.013 6.262 -6.221  0.4433
H -5.706 5.262 -1.804  0.4209
H 4.983 5.420 -5.029  0.2886
O 7.003 1.394 0.969  -0.4017
H 2.291 -8.754 4.083  0.2672
H -6.893 1.344 3.839  0.2443
H -5.965 -5.713 -1.959  0.3825
N -5.609 5.389 1.585  -0.8058
O 0.107 8.424 -4.059  -0.3220
O -9.107 -0.164 0.174  -0.3558
H 4.326 4.623 5.739  0.3434
H 5.399 1.892 -0.225  0.4049
H -5.956 4.483 1.867  0.2943
C 0.697 -1.620 2.121  0.7486
F 0.528 -0.861 3.153  -0.1848
O -0.318 0.406 -0.360  -0.3949
H 0.856 5.646 -1.900  0.3743
C 1.518 -6.406 0.018  -0.4786
C -4.893 -3.892 -2.808  0.1200
H -1.455 9.305 -4.969  0.3129
H 1.522 -2.720 12.412  0.3612
H 5.824 -1.577 -8.323  0.2744
F 1.466 -0.953 1.248  -0.2304
O -7.311 4.804 -0.625  -0.2831
H 1.969 -5.857 -3.872  0.3461
H -5.536 -3.172 -4.731  0.4448
C 1.157 -1.216 -2.036  0.7354
C -5.498 -5.565 0.410  -0.8667
N -6.832 1.299 2.831  -0.6160
S -1.083 -1.807 1.297  0.8815
H 4.266 1.298 4.929  0.0883
H 1.257 -7.414 -4.156  0.3057
C 5.082 2.715 -7.052  -0.2903
C 5.611 1.664 0.820  -0.5940
H -9.041 4.370 -1.450  0.1343
C -9.338 0.015 -1.228  -0.7637
H 5.103 0.728 1.051  0.3295
C 3.959 1.548 5.945  -0.3919
H 9.278 4.521 -4.016  0.2258
H 4.877 5.351 -6.805  0.3952
N 5.182 3.437 -5.779  -0.3291
H 3.987 -4.485 9.536  0.2525
H 0.161 -5.011 7.827  0.3001
H 2.298 -1.784 11.151  0.2888
C 0.008 -8.305 0.329  -0.7873
C 0.011 5.912 -3.914  0.4700
H 6.001 3.152 -5.260  0.2936
C 6.842 5.191 -6.110  -0.6504
H -6.479 -4.238 -1.268  0.4413
H -8.972 2.837 2.344  0.2642
N 3.680 -3.599 9.913  -0.7236
H 2.348 -6.806 0.600  0.2799
C 2.379 -2.698 11.739  -1.4876
C -5.588 -4.740 -1.646  -0.8767
H 5.597 3.836 1.152  0.3751
H 6.007 2.880 -7.604  0.2389
O -1.913 -0.637 1.489  -0.5003
H 3.444 -3.004 9.132  0.2848
C 2.277 -9.125 3.059  -0.8475
O 0.778 -6.254 -2.336  -0.1603
H 9.264 5.660 -5.373  0.2944
H 4.836 1.843 3.255  0.1012
H -6.277 -4.922 0.820  0.3401